a:
Entry from OMol25: a 2-piece molecular cluster, C5H6BrNO2 overall (wB97M-V/def2-TZVPD).

Geometry as XYZ:
```
15
C5H6BrNO2 | OMol25 | wB97M-V/def2-TZVPD
C -0.46 0.68 1.33
C 0.63 1.45 1.62
C -1.33 -2.07 -0.29
C -1.00 -0.73 -0.78
C -0.17 0.17 0.04
N 0.99 0.62 -0.38
O 1.49 1.41 0.61
O -2.27 -1.04 -0.31
Br 3.48 1.68 -2.42
H -1.34 0.49 1.91
H 0.89 2.05 2.47
H -1.49 -2.87 -1.00
H -0.97 -2.38 0.68
H -0.92 -0.58 -1.86
H 2.45 1.13 -1.63
```

The lowest unoccupied orbital energy comes out at 0.82 eV. As for the net charge: 0. The SMILES is c1cc([C@H]2CO2)no1.Br.



b:
Entry from OMol25: a 2-piece molecular cluster, C5H6BrNO2 overall (wB97M-V/def2-TZVPD).

Geometry as XYZ:
```
15
C5H6BrNO2 | OMol25 | wB97M-V/def2-TZVPD
C -1.59 0.64 -0.79
C -0.52 1.29 -0.03
C 0.33 -2.85 -0.20
C -0.93 -3.22 0.26
C 1.71 2.03 -0.51
N -2.40 0.00 -1.31
O -0.43 1.26 1.18
O 0.39 1.69 -0.92
Br 1.11 -1.32 0.59
H -1.27 -3.75 -0.70
H -1.55 -2.48 0.69
H -0.73 -3.85 1.12
H 1.69 2.44 0.57
H 2.03 2.73 -1.14
H 2.35 1.11 -0.50
```

The lowest unoccupied orbital energy comes out at -0.46 eV. As for the net charge: 0.



Stability, highest: a



a:
Entry from OMol25: one molecule with the formula C3HN (wB97M-V/def2-TZVPD).

Geometry as XYZ:
```
5
C3HN | OMol25 | wB97M-V/def2-TZVPD
C -0.07 0.87 -0.97
C 0.09 0.01 -0.14
C 0.14 -0.88 0.94
H -0.25 1.77 -1.59
N 0.08 -1.77 1.75
```

The lowest unoccupied orbital energy comes out at -5.88 eV. As for the net charge: 0. The SMILES is C#CC#N.



b:
Entry from OMol25: one molecule with the formula C3HN (wB97M-V/def2-TZVPD).

Geometry as XYZ:
```
5
C3HN | OMol25 | wB97M-V/def2-TZVPD
C 1.78 -0.04 -0.01
C 0.62 0.02 0.05
C -0.72 0.10 -0.02
H 2.83 -0.01 -0.07
N -1.84 -0.06 -0.01
```

The lowest unoccupied orbital energy comes out at 0.72 eV. As for the net charge: 0. The SMILES is C#CC#N.



c:
Entry from OMol25: one molecule with the formula C3HN (wB97M-V/def2-TZVPD).

Geometry as XYZ:
```
5
C3HN | OMol25 | wB97M-V/def2-TZVPD
C -1.30 0.04 -0.05
C -0.10 -0.28 0.05
C 1.24 -0.36 -0.04
H -2.26 0.44 0.06
N 2.43 0.16 -0.01
```

The lowest unoccupied orbital energy comes out at -0.41 eV. As for the net charge: 0. The SMILES is C#CC#N.



Stability, highest: b



a:
Entry from OMol25: a 2-piece molecular cluster, C3H10OS2 overall (wB97M-V/def2-TZVPD).

Geometry as XYZ:
```
16
C3H10OS2 | OMol25 | wB97M-V/def2-TZVPD
C 1.39 -0.02 -1.20
S 2.67 0.75 -0.24
S 2.64 -0.35 1.58
H 1.81 -0.62 -2.08
H 0.85 -0.73 -0.71
H 0.73 0.69 -1.72
H 1.96 -1.56 1.19
C -1.02 0.03 0.92
O -1.44 -1.36 0.79
C -1.67 0.94 -0.11
H 0.08 0.03 0.93
H -1.36 0.38 1.98
H -1.12 -1.72 -0.08
H -1.38 0.59 -1.20
H -1.42 2.07 0.03
H -2.72 0.87 -0.09
```

The lowest unoccupied orbital energy comes out at 0.31 eV. As for the net charge: 0. The SMILES is CCO.CSS.



b:
Entry from OMol25: a 2-piece molecular cluster, C3H10OS2 overall (wB97M-V/def2-TZVPD).

Geometry as XYZ:
```
16
C3H10OS2 | OMol25 | wB97M-V/def2-TZVPD
C 0.06 1.61 1.58
S 1.73 1.12 2.12
S 2.78 2.91 1.72
H -0.27 2.40 2.25
H -0.03 1.75 0.51
H -0.48 0.68 1.80
H 1.75 3.66 2.14
C -0.28 -1.86 -0.93
O 0.24 -0.64 -0.42
C -1.44 -1.64 -1.91
H -0.58 -2.45 -0.06
H 0.53 -2.45 -1.38
H 0.98 -0.31 -0.95
H -2.22 -1.09 -1.40
H -1.73 -2.61 -2.32
H -1.04 -1.10 -2.76
```

The lowest unoccupied orbital energy comes out at 0.67 eV. As for the net charge: 0. The SMILES is CCO.CSS.



Stability, highest: b



a:
Entry from OMol25: one molecule with the formula C4H5ClOS (wB97M-V/def2-TZVPD).

Geometry as XYZ:
```
12
C4H5ClOS | OMol25 | wB97M-V/def2-TZVPD
C 1.64 0.95 -0.25
C 0.69 0.09 0.02
C -2.04 -0.26 0.03
C 1.35 -0.06 -1.28
O -0.41 -1.88 1.32
S -0.74 -0.51 1.03
Cl -0.29 0.79 2.79
H 2.15 1.83 0.11
H -2.94 -0.90 0.19
H -2.02 0.69 -0.32
H 0.76 0.24 -2.16
H 1.87 -0.99 -1.49
```

The lowest unoccupied orbital energy (alpha / beta) comes out at -0.91 / -0.91 eV. As for the net charge: 0. The SMILES is C=[S@](=O)(Cl)C1=CC1.



b:
Entry from OMol25: one molecule with the formula C4H5ClOS (wB97M-V/def2-TZVPD).

Geometry as XYZ:
```
12
C4H5ClOS | OMol25 | wB97M-V/def2-TZVPD
C -0.64 -0.63 0.39
C -1.08 0.81 0.60
C 0.30 -0.05 -0.68
C 1.73 -0.11 -0.48
H -0.08 -1.10 1.23
H -2.15 0.94 0.39
H -0.86 1.29 1.64
H -0.01 -0.32 -1.66
H 2.19 0.75 -0.91
O -0.26 1.31 -0.42
S 2.76 -1.19 0.14
Cl -1.90 -1.71 -0.24
```

The lowest unoccupied orbital energy comes out at -0.75 eV. As for the net charge: 0. The SMILES is S=C[C@@H]1OC[C@H]1Cl.



Stability, highest: b



a:
Entry from OMol25: one molecule with the formula C25H29N3O5 (wB97M-V/def2-TZVPD).

Geometry as XYZ:
```
62
C25H29N3O5 | OMol25 | wB97M-V/def2-TZVPD
C -2.36 0.12 5.57
H -3.17 0.08 4.84
H -2.08 -0.89 5.85
H -2.72 0.64 6.45
C -1.17 0.88 5.00
N -0.62 0.28 3.81
C -1.01 -0.85 3.18
C -0.24 -1.10 2.07
C 0.75 -0.05 2.04
C 1.88 0.21 1.26
C 2.63 1.34 1.53
C 2.29 2.19 2.59
C 1.22 1.92 3.41
C 0.46 0.79 3.14
H 0.99 2.57 4.24
H 2.90 3.07 2.76
H 3.49 1.56 0.93
H 2.18 -0.45 0.47
C -0.48 -2.20 1.16
C -0.36 -2.20 -0.19
N 0.00 -1.00 -0.81
C 0.47 -0.59 -2.01
O 0.62 -1.29 -3.00
C 0.87 0.85 -2.02
C 1.85 1.22 -2.93
C 2.32 2.53 -2.95
C 1.82 3.48 -2.08
C 0.80 3.11 -1.17
C 0.33 1.81 -1.16
H -0.48 1.55 -0.50
O 0.35 4.10 -0.36
C -0.61 3.80 0.61
H -0.25 3.03 1.31
H -0.78 4.72 1.16
H -1.55 3.47 0.17
O 2.22 4.77 -2.01
C 3.21 5.22 -2.91
H 4.15 4.68 -2.77
H 3.35 6.27 -2.68
H 2.88 5.11 -3.95
H 3.09 2.79 -3.66
H 2.25 0.48 -3.60
H 0.01 -0.26 -0.11
C -0.73 -3.48 -0.87
O -1.30 -4.36 -0.23
N -0.40 -3.62 -2.16
C -0.75 -4.80 -2.91
C -2.06 -4.63 -3.69
C -3.25 -4.31 -2.77
O -3.46 -5.25 -1.76
H -2.74 -5.14 -1.10
H -4.16 -4.30 -3.38
H -3.11 -3.30 -2.35
H -1.95 -3.83 -4.42
H -2.26 -5.57 -4.21
H -0.84 -5.63 -2.20
H 0.07 -5.02 -3.60
H 0.02 -2.83 -2.66
H -0.88 -3.10 1.60
H -1.85 -1.43 3.52
H -0.38 0.94 5.76
H -1.47 1.91 4.76
```

The lowest unoccupied orbital energy comes out at 0.36 eV. As for the net charge: 0. The SMILES is CCn1cc(/C=C(\NC(=O)c2ccc(OC)c(OC)c2)C(=O)NCCCO)c2ccccc21.



b:
Entry from OMol25: one molecule with the formula C25H29N3O5 (wB97M-V/def2-TZVPD).

Geometry as XYZ:
```
62
C25H29N3O5 | OMol25 | wB97M-V/def2-TZVPD
C 0.70 3.80 0.19
H 0.69 3.95 1.27
O -0.60 3.80 -0.34
C -1.47 2.83 0.08
C -2.75 2.86 -0.47
C -3.69 1.92 -0.12
C -3.40 0.90 0.79
C -2.12 0.89 1.35
C -1.17 1.84 1.00
H -0.20 1.78 1.47
H -1.83 0.15 2.07
N -4.39 -0.01 1.17
C -5.32 -0.52 0.17
H -5.24 0.06 -0.74
C -5.00 -2.00 -0.15
N -3.58 -2.21 0.06
C -2.76 -1.86 -0.97
O -3.21 -1.64 -2.09
C -1.30 -1.73 -0.70
C -0.53 -2.64 0.01
C 0.81 -2.39 0.20
C 1.43 -1.24 -0.30
C 0.66 -0.34 -1.07
C -0.69 -0.61 -1.25
H -1.31 0.07 -1.82
O 1.27 0.76 -1.61
C 0.59 1.47 -2.62
H -0.27 2.03 -2.22
H 1.32 2.18 -3.02
H 0.25 0.81 -3.42
O 2.74 -1.13 0.03
C 3.57 -0.12 -0.52
C 4.94 -0.32 0.02
C 5.70 -1.46 0.05
O 6.87 -1.20 0.63
N 6.92 0.11 0.98
C 5.78 0.65 0.64
C 5.49 2.09 0.88
H 4.60 2.19 1.50
H 6.33 2.55 1.39
H 5.32 2.60 -0.06
C 5.43 -2.84 -0.43
H 5.98 -3.55 0.17
H 4.36 -3.04 -0.37
H 5.75 -2.95 -1.47
H 3.58 -0.21 -1.62
H 3.20 0.87 -0.25
H 1.43 -3.07 0.76
H -0.97 -3.56 0.39
C -3.24 -2.17 1.46
H -3.48 -3.13 1.92
C -4.07 -1.04 2.13
H -3.54 -0.61 2.98
H -5.02 -1.43 2.50
H -2.18 -1.98 1.57
H -5.55 -2.69 0.49
H -5.23 -2.22 -1.20
H -6.35 -0.43 0.56
H -4.68 2.01 -0.54
H -2.99 3.64 -1.18
H 1.23 2.87 -0.04
H 1.21 4.64 -0.29
```

The lowest unoccupied orbital energy comes out at 0.58 eV. As for the net charge: 0. The SMILES is COc1ccc(N2CCN(C(=O)c3ccc(OCc4c(C)noc4C)c(OC)c3)CC2)cc1.



Stability, highest: a



a:
Entry from OMol25: a 2-piece molecular cluster, C3H5F overall (wB97M-V/def2-TZVPD).

Geometry as XYZ:
```
9
C3H5F | OMol25 | wB97M-V/def2-TZVPD
C 1.02 1.21 1.66
C 1.63 1.26 0.64
C -1.17 -0.91 -0.94
F 2.28 1.46 -0.45
H 0.76 0.82 2.68
H -1.31 -2.12 -1.00
H -0.40 -0.60 -0.15
H -0.67 -0.65 -1.81
H -2.14 -0.48 -0.63
```

The lowest unoccupied orbital energy comes out at 0.83 eV. As for the net charge: 0. The SMILES is C#CF.C.



b:
Entry from OMol25: a 2-piece molecular cluster, C3H5F overall (wB97M-V/def2-TZVPD).

Geometry as XYZ:
```
9
C3H5F | OMol25 | wB97M-V/def2-TZVPD
C 0.49 1.81 0.07
C -0.20 0.96 -0.71
C -0.71 -1.24 -0.04
F -0.87 1.23 -1.81
H 0.40 2.92 -0.08
H 1.01 1.61 0.97
H -0.26 -1.91 -0.78
H -0.15 -1.10 1.00
H -1.85 -1.16 0.13
```

The lowest unoccupied orbital energy comes out at 0.34 eV. As for the net charge: 0.



Stability, highest: a



a:
Entry from OMol25: one molecule with the formula C2HN3O3 (wB97M-V/def2-TZVPD).

Geometry as XYZ:
```
9
C2HN3O3 | OMol25 | wB97M-V/def2-TZVPD
C -0.92 -0.08 0.10
C 1.53 -0.16 0.07
H -2.13 -1.64 -0.42
N -0.87 1.26 0.40
N 0.33 1.74 -0.07
N 1.47 1.18 -0.22
O -2.10 -0.59 0.08
O 2.49 -0.90 0.31
O 0.19 -0.80 -0.24
```

The lowest unoccupied orbital energy comes out at -0.95 eV. As for the net charge: 0. The SMILES is O=c1nnnc(O)o1.



b:
Entry from OMol25: one molecule with the formula C2HN3O3 (wB97M-V/def2-TZVPD).

Geometry as XYZ:
```
9
C2HN3O3 | OMol25 | wB97M-V/def2-TZVPD
C 2.08 -0.66 -0.03
C -0.34 -0.26 -0.65
N 3.10 -1.04 0.54
N 0.99 -0.80 -0.48
N 4.49 0.67 -0.09
O 4.31 -0.50 0.53
O -1.27 -0.94 -0.66
O 3.51 1.04 -0.66
H -0.29 0.91 -0.62
```

The lowest unoccupied orbital energy (alpha / beta) comes out at -0.53 / -0.53 eV. As for the net charge: 0. The SMILES is O=CN=C=NON=O.



c:
Entry from OMol25: a 2-piece molecular cluster, C2HN3O3 overall (wB97M-V/def2-TZVPD).

Geometry as XYZ:
```
9
C2HN3O3 | OMol25 | wB97M-V/def2-TZVPD
C -0.10 -0.52 0.99
C -0.88 -0.55 -1.17
H -1.49 -0.21 2.20
N -1.18 -0.44 0.05
N 1.44 1.39 -1.46
N 2.40 1.87 -1.24
O -0.53 -0.31 2.23
O -0.74 -0.55 -2.31
O 1.07 -0.66 0.71
```

The lowest unoccupied orbital energy comes out at 0.41 eV. As for the net charge: 0. The SMILES is O=C=NC(=O)O.N#N.



Stability, highest: c



a:
Entry from OMol25: a 5-piece molecular cluster, C2H12O5 overall (wB97M-V/def2-TZVPD).

Geometry as XYZ:
```
19
C2H12O5 | OMol25 | wB97M-V/def2-TZVPD
C 0.11 -2.43 -1.19
C 0.66 -1.68 -0.24
O -0.03 -0.93 0.64
H 0.67 -2.71 -2.07
H -0.90 -2.79 -1.28
H 1.73 -1.60 -0.10
H 0.53 -0.25 1.05
H -0.58 1.44 2.65
H -0.14 1.94 1.30
O 0.20 1.49 2.09
H 2.41 0.36 -1.11
H 1.54 1.36 -0.27
O 2.40 0.91 -0.32
H -0.87 2.62 -1.14
H -1.26 1.20 -0.64
O -0.58 1.90 -0.58
H -2.11 -0.64 0.27
H -2.85 -1.01 -0.97
O -2.41 -0.25 -0.56
```

The lowest unoccupied orbital energy comes out at 0.51 eV. As for the net charge: 0. The SMILES is C=CO.O.O.O.O.



b:
Entry from OMol25: a 5-piece molecular cluster, C2H12O5 overall (wB97M-V/def2-TZVPD).

Geometry as XYZ:
```
19
C2H12O5 | OMol25 | wB97M-V/def2-TZVPD
C -1.47 -2.46 1.30
C -0.24 -1.99 1.09
O 0.12 -1.47 -0.15
H -1.77 -2.64 2.37
H -2.11 -2.55 0.40
H 0.53 -1.98 1.84
H 1.03 -1.23 -0.35
H 1.99 0.08 -0.77
H 3.25 0.03 -1.76
O 2.48 -0.44 -1.41
H 2.47 1.69 0.45
H 0.81 1.99 0.65
O 1.59 1.38 0.78
H -1.46 3.37 0.30
H -1.15 2.00 -0.43
O -0.80 2.85 -0.13
H -2.42 0.69 -1.78
H -1.02 0.05 -1.36
O -1.85 0.63 -1.06
```

The lowest unoccupied orbital energy comes out at 0.49 eV. As for the net charge: 0. The SMILES is C=CO.O.O.O.O.



Stability, highest: a



a:
Entry from OMol25: one molecule with the formula CH3NOP2S (wB97M-V/def2-TZVPD).

Geometry as XYZ:
```
9
CH3NOP2S | OMol25 | wB97M-V/def2-TZVPD
C 0.77 0.74 1.17
N -0.15 1.62 0.84
O -1.24 -1.36 1.15
P 1.52 -0.36 0.03
P -2.07 -0.67 0.13
S -1.25 1.44 -0.22
H 1.00 0.83 2.22
H 0.98 0.44 -0.97
H -1.96 -1.21 -1.25
```

The lowest unoccupied orbital energy (alpha / beta) comes out at -2.08 / -2.42 eV. As for the net charge: 0.



b:
Entry from OMol25: one molecule with the formula CH3NOP2S (wB97M-V/def2-TZVPD).

Geometry as XYZ:
```
9
CH3NOP2S | OMol25 | wB97M-V/def2-TZVPD
C -1.00 0.16 0.65
N -1.53 -0.62 -0.18
O 1.12 0.55 -0.77
P 0.61 1.05 0.66
P 1.72 -0.89 -1.30
S 1.45 -1.98 0.22
H -1.82 0.30 1.36
H 0.31 2.38 0.33
H -0.87 -0.94 -0.97
```

The lowest unoccupied orbital energy comes out at -1.20 eV. As for the net charge: 0. The SMILES is [H]/N=C\POP=S.



c:
Entry from OMol25: one molecule with the formula CH3NOP2S (wB97M-V/def2-TZVPD).

Geometry as XYZ:
```
9
CH3NOP2S | OMol25 | wB97M-V/def2-TZVPD
C 1.03 0.53 0.39
N 0.65 1.33 -0.48
O -0.74 -1.26 -0.46
P 0.38 -1.19 0.78
P -2.05 -0.34 -0.81
S -2.37 0.84 0.68
H 1.81 0.86 1.07
H 1.37 -1.79 -0.02
H -0.08 1.03 -1.14
```

The lowest unoccupied orbital energy comes out at -1.12 eV. As for the net charge: 0. The SMILES is [H]/N=C\POP=S.



Stability, highest: c



a:
Entry from OMol25: a 4-piece molecular cluster, C2H10O2S overall (wB97M-V/def2-TZVPD).

Geometry as XYZ:
```
15
C2H10O2S | OMol25 | wB97M-V/def2-TZVPD
C -1.07 -1.22 -1.00
S -1.76 -0.41 0.44
C -0.85 1.09 0.37
H 0.01 -0.99 -1.10
H -1.08 -2.26 -0.68
H -1.59 -0.89 -1.89
H 0.22 1.22 0.99
H -1.42 2.00 0.57
H -0.45 1.17 -0.64
H 0.71 -0.47 1.56
H 1.37 -0.41 0.23
O 1.40 -1.01 1.16
H 0.69 1.31 1.77
H 2.38 0.45 -0.85
O 1.42 0.42 -0.92
```

The lowest unoccupied orbital energy comes out at -3.06 eV. As for the net charge: 0.



b:
Entry from OMol25: a 3-piece molecular cluster, C2H10O2S overall (wB97M-V/def2-TZVPD).

Geometry as XYZ:
```
15
C2H10O2S | OMol25 | wB97M-V/def2-TZVPD
C -0.84 -1.32 0.28
S 0.97 -0.91 0.32
C 1.08 0.15 1.90
H -1.65 -0.59 0.41
H -0.91 -1.77 -0.69
H -1.01 -2.19 0.98
H 0.60 1.11 1.72
H 2.19 0.39 2.07
H 0.75 -0.34 2.82
H 1.77 0.10 -3.23
H 1.73 0.06 -1.59
O 1.77 0.65 -2.42
H -1.85 2.31 -0.71
H -2.25 0.82 -1.23
O -2.36 1.53 -0.62
```

The lowest unoccupied orbital energy comes out at 0.71 eV. As for the net charge: 0. The SMILES is CSC.O.O.



c:
Entry from OMol25: a 3-piece molecular cluster, C2H10O2S overall (wB97M-V/def2-TZVPD).

Geometry as XYZ:
```
15
C2H10O2S | OMol25 | wB97M-V/def2-TZVPD
C -0.80 1.98 1.48
S -1.84 0.53 1.84
C -0.58 -0.74 1.94
H -0.27 1.94 0.52
H -1.44 2.85 1.56
H -0.11 2.05 2.30
H 0.19 -0.60 2.69
H -0.06 -0.90 1.00
H -1.12 -1.65 2.21
H -0.13 -1.39 -1.50
H -0.19 -2.69 -2.33
O 0.40 -2.09 -1.88
H 1.39 0.26 -2.78
H 2.61 -0.12 -3.57
O 1.95 0.58 -3.50
```

The lowest unoccupied orbital energy comes out at 0.44 eV. As for the net charge: 0. The SMILES is CSC.O.O.



Stability, highest: c



a:
Entry from OMol25: one molecule with the formula C5H8FN (wB97M-V/def2-TZVPD).

Geometry as XYZ:
```
15
C5H8FN | OMol25 | wB97M-V/def2-TZVPD
C 0.26 1.13 -0.78
C 0.29 -0.31 1.04
C 1.68 -0.08 0.46
C -0.66 0.32 0.04
C -1.38 -0.62 -0.83
N 1.54 0.92 -0.64
F -1.59 1.12 0.74
H -0.14 1.76 -1.45
H -0.06 -1.30 1.15
H 0.22 0.15 2.00
H 2.34 0.37 1.23
H 2.07 -0.89 0.06
H -2.13 -1.06 -0.24
H -0.68 -1.33 -1.07
H -1.76 -0.16 -1.70
```

The lowest unoccupied orbital energy comes out at 1.00 eV. As for the net charge: 0. The SMILES is C[C@]1(F)C=NCC1.



b:
Entry from OMol25: a 2-piece molecular cluster, C5H8FN overall (wB97M-V/def2-TZVPD).

Geometry as XYZ:
```
15
C5H8FN | OMol25 | wB97M-V/def2-TZVPD
C -1.08 0.36 0.19
C -2.21 -0.03 0.10
C 2.67 -0.15 -0.21
C 0.32 0.80 0.13
C 1.22 -0.37 -0.29
N -4.17 -0.69 0.12
F -4.82 0.46 -0.24
H 3.30 -1.13 -0.20
H 2.93 0.39 0.69
H 3.20 0.51 -1.03
H 0.71 1.04 1.10
H 0.44 1.70 -0.57
H 0.86 -0.66 -1.36
H 1.17 -1.33 0.44
H -4.53 -0.91 1.13
```

The lowest unoccupied orbital energy (alpha / beta) comes out at -0.83 / -0.83 eV. As for the net charge: 0.



Stability, highest: a